## one
ORCA calculation (ωB97M-V/def2-TZVPD) on a single CHFINO2 molecule.

Results
Total charge: 0
SMILES: O=[N+]([O-])[C@H](F)I
Frontier orbital gap (eV): 9.88
E_HOMO (eV): -10.51
Molar mass (g/mol): 204.93

Bonds (Å) are listed after each position.
Positions of all 7 atoms, in Å:
1 C -0.449 0.372 -0.154  N2 1.607, F5 1.323, I6 2.142, H7 1.225
2 N 0.542 -0.818 0.275  C1 1.607, O3 1.187, O4 1.193
3 O 0.978 -1.528 -0.571  N2 1.187
4 O 0.739 -0.850 1.451  N2 1.193
5 F -0.770 0.122 -1.413  C1 1.323
6 I 0.478 2.299 -0.029  C1 2.142
7 H -1.518 0.404 0.442  C1 1.225



## two
ORCA calculation (ωB97M-V/def2-TZVPD) on a single CHFINO2 molecule.

Results
Total charge: 0
SMILES: O=[N+]([O-])[C@H](F)I
Frontier orbital gap (eV): 9.72
E_HOMO (eV): -10.54
Molar mass (g/mol): 204.93

Bonds (Å) are listed after each position.
Positions of all 7 atoms, in Å:
1 C 0.017 0.554 -0.230  N2 1.504, F5 1.331, I6 2.152, H7 1.095
2 N -0.350 -0.807 0.296  C1 1.504, O3 1.201, O4 1.195
3 O -0.285 -0.926 1.489  N2 1.201
4 O -0.680 -1.625 -0.510  N2 1.195
5 F -0.218 0.592 -1.539  C1 1.331
6 I 2.095 0.896 0.213  C1 2.152
7 H -0.579 1.316 0.282  C1 1.095



Relative energies in hartree: one 0.0165; two 0.0000



## one
ORCA calculation (ωB97M-V/def2-TZVPD) on 2 unconnected molecules or ions with the total composition C4H14N3O.

Results
Expectation value of S²: 0.783
Total charge: +2
Frontier orbital gap (spin up / spin down) (eV): 10.66 / 6.72
E_HOMO (spin up / spin down) (eV): -18.75 / -18.75
Spin multiplicity: 2
Molar mass (g/mol): 120.18

Bonds (Å) are listed after each position.
Positions of all 22 atoms, in Å:
1 C -1.526 0.319 0.047  C2 1.531, N7 1.507, H8 1.081, H9 1.084
2 C -0.483 0.798 1.060  C1 1.531, C3 1.561, H10 1.093, H11 1.091
3 C 0.999 0.308 1.045  C2 1.561, N6 1.453, H12 1.085, H13 1.098
4 N 1.739 -0.090 -2.374  C5 1.283, H14 1.033
5 C 1.600 -0.463 -1.154  N4 1.283, N6 1.363, H15 1.091
6 N 1.772 0.470 -0.175  C3 1.453, C5 1.363, H16 1.022
7 N -1.528 1.059 -1.267  C1 1.507, H17 1.023, H18 1.025, H19 1.025
8 H -2.489 0.436 0.523  C1 1.081
9 H -1.325 -0.718 -0.195  C1 1.084
10 H -0.485 1.883 1.185  C2 1.093
11 H -0.803 0.297 1.975  C2 1.091
12 H 1.482 0.798 1.884  C3 1.085
13 H 1.067 -0.731 1.395  C3 1.098
14 H 2.188 0.820 -2.565  N4 1.033
15 H 1.327 -1.499 -0.949  C5 1.091
16 H 2.689 0.916 -0.102  N6 1.022
17 H -0.609 1.066 -1.716  N7 1.023
18 H -2.132 0.640 -1.981  N7 1.025
19 H -1.763 2.046 -1.125  N7 1.025
20 H 0.097 -2.907 1.880  O22 0.965
21 H -1.310 -2.992 1.330  O22 0.965
22 O -0.509 -2.455 1.280  H20 0.965, H21 0.965



## two
ORCA calculation (ωB97M-V/def2-TZVPD) on 2 unconnected molecules or ions with the total composition C4H14N3O.

Results
Expectation value of S²: 0.757
Total charge: +2
Frontier orbital gap (spin up / spin down) (eV): 11.52 / 6.26
E_HOMO (spin up / spin down) (eV): -19.74 / -19.73
Spin multiplicity: 2
Molar mass (g/mol): 120.18

Bonds (Å) are listed after each position.
Positions of all 22 atoms, in Å:
1 C 1.641 -0.588 1.497  C2 1.545, H8 1.095, H9 1.090, H10 1.086
2 C 0.186 -0.262 1.901  C1 1.545, C3 1.562, H11 1.091, H12 1.086
3 C -0.821 -0.901 0.892  C2 1.562, N4 1.451, H13 1.088, H14 1.093
4 N -0.584 -0.296 -0.405  C3 1.451, C5 1.369, H15 1.042
5 C -1.099 0.928 -0.740  N4 1.369, N6 1.303, N7 1.331
6 N -1.968 1.556 0.001  C5 1.303, H16 0.990, H17 1.013
7 N -0.749 1.391 -1.937  C5 1.331, H18 1.016, H19 1.016
8 H 1.784 -1.633 1.203  C1 1.095
9 H 2.225 -0.575 2.417  C1 1.090
10 H 2.011 0.027 0.682  C1 1.086
11 H 0.149 -0.802 2.848  C2 1.091
12 H 0.031 0.813 1.948  C2 1.086
13 H -0.732 -1.979 0.769  C3 1.088
14 H -1.870 -0.710 1.131  C3 1.093
15 H 0.145 -0.681 -1.042  N4 1.042
16 H -2.385 1.190 0.820  N6 0.990
17 H -2.275 2.472 -0.302  N6 1.013
18 H -1.375 2.007 -2.448  N7 1.016
19 H 0.239 1.519 -2.139  N7 1.016
20 H 1.397 -0.951 -3.031  O22 0.963
21 H 2.493 -1.252 -1.929  O22 0.958
22 O 1.558 -1.271 -2.137  H20 0.963, H21 0.958



Relative energies in hartree: one 0.0136; two 0.0000



## one
ORCA calculation (ωB97M-V/def2-TZVPD) on a single C6H16N4O2 molecule.

Results
Total charge: 0
SMILES: CCCN(CCCN)N(O)N=O
Frontier orbital gap (eV): 8.65
E_HOMO (eV): -8.75
Molar mass (g/mol): 176.22

Bonds (Å) are listed after each position.
Positions of all 28 atoms, in Å:
1 C 1.730 -2.763 0.866  C2 1.508, H7 1.124, H8 1.208, H9 1.167
2 C 1.151 -1.700 1.766  C1 1.508, C3 1.576, H10 1.117, H11 1.141
3 C 1.105 -0.222 1.221  C2 1.576, H12 1.126, H13 1.160, N23 1.366
4 C 0.892 -0.078 -1.200  C5 1.604, H14 1.113, H15 1.056, N23 1.534
5 C -0.116 -0.875 -2.160  C4 1.604, C6 1.552, H16 1.225, H17 1.131
6 C -1.605 -0.438 -2.176  C5 1.552, H18 1.200, H19 1.111, N24 1.457
7 H 2.844 -2.624 0.926  C1 1.124
8 H 1.391 -3.789 1.406  C1 1.208
9 H 1.495 -2.589 -0.264  C1 1.167
10 H 1.762 -1.645 2.700  C2 1.117
11 H 0.211 -1.952 2.361  C2 1.141
12 H 2.195 0.029 1.088  C3 1.126
13 H 0.738 0.257 2.211  C3 1.160
14 H 1.935 -0.464 -1.154  C4 1.113
15 H 1.024 0.873 -1.640  C4 1.056
16 H 0.214 -0.737 -3.332  C5 1.225
17 H -0.285 -1.959 -1.887  C5 1.131
18 H -1.734 -0.723 -3.335  C6 1.200
19 H -1.601 0.666 -2.302  C6 1.111
20 H -3.243 -2.097 -1.301  N24 1.264
21 H -2.501 -0.698 -0.311  N24 1.055
22 H -1.053 0.807 2.068  O27 1.091
23 N 0.307 0.193 0.192  C3 1.366, C4 1.534, N25 1.431
24 N -2.648 -0.982 -1.317  C6 1.457, H20 1.264, H21 1.055
25 N -0.452 1.396 0.349  N23 1.431, N26 1.327, O27 1.377
26 N -0.015 2.593 0.717  N25 1.327, O28 1.246
27 O -1.540 1.080 1.131  H22 1.091, N25 1.377
28 O 1.206 2.757 0.529  N26 1.246



## two
ORCA calculation (ωB97M-V/def2-TZVPD) on a single C6H16N4O2 molecule.

Results
Total charge: 0
SMILES: CCNCCN[C@@H](C)/N=[N+](/[O-])O
Frontier orbital gap (eV): 9.87
E_HOMO (eV): -9.21
Molar mass (g/mol): 176.22

Bonds (Å) are listed after each position.
Positions of all 28 atoms, in Å:
1 C 3.956 -0.203 -1.771  C3 1.527, H13 1.146, H14 1.087, H15 1.091
2 C -2.896 0.878 -0.151  C6 1.463, H16 1.059, H17 1.161, H18 1.119
3 C 2.709 0.123 -0.951  C1 1.527, N8 1.450, H19 1.113, H20 1.023
4 C 0.368 0.264 -1.127  C5 1.492, N8 1.379, H21 1.094, H22 1.086
5 C 0.121 -0.608 0.057  C4 1.492, N10 1.515, H23 1.097, H24 1.075
6 C -1.940 0.338 0.815  C2 1.463, N7 1.679, N10 1.408, H25 1.145
7 N -2.940 0.121 2.147  C6 1.679, N9 1.240
8 N 1.533 -0.101 -1.769  C3 1.450, C4 1.379, H26 1.033
9 N -2.539 -0.234 3.265  N7 1.240, O11 1.200, O12 1.454
10 N -1.301 -0.878 0.505  C5 1.515, C6 1.408, H28 1.034
11 O -3.100 -0.296 4.324  N9 1.200
12 O -1.137 -0.618 3.309  N9 1.454, H27 1.021
13 H 4.846 0.306 -1.259  C1 1.146
14 H 4.271 -1.238 -1.666  C1 1.087
15 H 3.882 0.075 -2.824  C1 1.091
16 H -3.571 1.511 0.364  C2 1.059
17 H -2.397 1.330 -1.096  C2 1.161
18 H -3.595 0.094 -0.538  C2 1.119
19 H 2.575 -0.550 -0.075  C3 1.113
20 H 2.678 1.068 -0.558  C3 1.023
21 H -0.555 0.091 -1.688  C4 1.094
22 H 0.297 1.300 -0.808  C4 1.086
23 H 0.685 -0.278 0.939  C5 1.097
24 H 0.510 -1.599 -0.094  C5 1.075
25 H -1.264 1.173 1.214  C6 1.145
26 H 1.642 0.282 -2.722  N8 1.033
27 H -0.996 -0.927 2.346  O12 1.021
28 H -1.842 -1.424 -0.188  N10 1.034



Relative energies in hartree: one 0.1352; two 0.0000